Record 1
ORCA calculation (ωB97M-V with the def2-TZVPD basis set) on 10 unconnected molecules or ions with the total composition C48H48O28 at a distorted geometry.

The geometry in ORCA input format:
```
! RIJCOSX wB97M-V def2-TZVPD def2/J DEFGRID3
* xyz 0 1
O 14.344 11.453 42.702
C 14.206 12.009 41.614
C 15.130 11.657 40.500
C 14.945 12.351 39.090
O 15.676 11.996 37.924
C 13.768 13.231 38.849
O 13.430 13.539 37.775
C 12.876 13.595 39.970
C 13.175 13.045 41.391
O 12.305 13.288 42.485
H 15.929 10.825 40.658
H 16.540 11.801 38.138
H 12.131 14.309 39.875
H 12.638 12.787 43.242
O 17.524 16.258 37.883
C 16.640 16.225 38.820
C 15.545 17.109 38.933
C 14.687 17.122 40.155
O 13.533 17.856 40.214
C 14.927 16.224 41.336
O 14.095 16.116 42.220
C 15.998 15.276 41.230
C 16.991 15.279 39.952
O 17.932 14.357 39.900
H 15.240 17.692 38.089
H 12.983 17.817 41.102
H 16.176 14.575 42.093
H 18.600 14.966 39.468
O 12.458 10.838 33.884
C 13.626 11.129 33.549
C 14.745 10.838 34.579
C 16.222 11.130 34.244
O 17.198 10.916 35.177
C 16.608 11.784 32.932
O 17.805 12.051 32.614
C 15.524 12.140 32.019
C 13.983 11.845 32.387
O 12.979 12.171 31.534
H 14.439 10.457 35.499
H 16.984 10.283 35.973
H 15.677 12.612 30.910
H 12.122 12.070 31.946
O 12.627 22.208 38.620
C 12.310 21.119 37.988
C 13.341 20.186 37.528
C 12.981 18.937 36.720
O 13.981 18.355 36.016
C 11.620 18.558 36.587
O 11.284 17.437 36.097
C 10.532 19.459 37.197
C 10.962 20.739 37.785
O 10.035 21.680 38.194
H 14.367 20.623 37.641
H 14.965 18.585 36.277
H 9.418 19.053 37.031
H 10.353 22.576 38.184
O 13.107 16.349 31.176
C 13.091 16.186 29.984
C 11.932 16.383 29.050
C 12.059 16.355 27.584
O 11.222 17.239 26.846
C 13.227 15.803 26.961
O 13.388 15.622 25.741
C 14.396 15.481 27.758
C 14.302 15.587 29.377
O 15.377 15.211 30.125
H 11.217 16.975 29.372
H 10.609 17.567 27.682
H 15.049 14.999 27.104
H 15.077 15.387 30.891
O 10.623 14.519 31.793
C 9.665 15.203 32.007
C 9.764 16.568 32.503
C 8.569 17.434 32.830
O 8.655 18.748 33.305
C 7.256 16.985 32.464
O 6.244 17.697 32.687
C 7.088 15.627 31.804
C 8.275 14.724 31.650
O 8.275 13.422 31.176
H 10.702 17.000 32.738
H 9.616 18.784 33.277
H 6.122 15.284 31.532
H 8.847 12.988 31.734
C 17.637 18.454 33.627
C 17.436 19.156 34.987
C 18.574 19.993 35.631
O 16.344 19.048 35.588
H 17.439 19.127 32.809
H 17.091 17.520 33.521
H 18.797 18.059 33.346
H 19.419 19.539 35.882
H 17.942 20.741 36.331
H 18.942 20.776 34.839
C 13.325 14.644 34.152
C 14.798 15.352 34.024
C 15.658 15.136 35.279
O 15.320 15.629 32.900
H 12.865 14.340 33.261
H 12.727 15.359 34.600
H 13.246 13.764 34.758
H 16.010 14.165 35.335
H 15.107 15.245 36.210
H 16.482 15.866 35.582
C 19.107 14.654 34.338
C 19.651 14.862 32.993
C 18.614 15.043 31.960
O 20.883 14.983 32.785
H 19.836 14.133 35.006
H 18.244 14.155 34.507
H 18.918 15.678 34.914
H 18.097 16.022 31.974
H 17.966 14.183 31.935
H 18.773 15.092 30.838
C 8.196 13.152 36.968
C 8.860 13.438 35.654
C 10.226 14.090 35.746
O 8.558 12.845 34.599
H 7.877 13.984 37.456
H 8.758 12.282 37.617
H 7.297 12.547 36.966
H 10.063 15.216 35.681
H 10.753 14.043 34.879
H 10.941 13.856 36.359
*
```

Calculated values
Kohn-Sham gap (eV): 5.87
Strongest force on any atom (eV/A): 10.9
SMILES string: O=C1C=C(O)C(=O)C=C1O.O=C1C=C(O)C(=O)C=C1O.O=C1C=C(O)C(=O)C=C1O.O=C1C=C(O)C(=O)C=C1O.O=C1C=C(O)C(=O)C=C1O.O=C1C=C(O)C(=O)C=C1O.CC(C)=O.CC(C)=O.CC(C)=O.CC(C)=O
Energy relative to the best compared isomer or geometry (same formula, charge and spin) (kcal per mole): 26.60
Calculated total energy (Eh): -3963.68491

Here are the Löwdin charges for atoms 1 to 99, given in e:
1. O 0.091
2. C -0.393
3. C 0.119
4. C -0.070
5. O 0.062
6. C -0.434
7. O 0.151
8. C 0.134
9. C -0.099
10. O 0.058
11. H 0.143
12. H 0.057
13. H 0.088
14. H 0.102
15. O 0.023
16. C -0.325
17. C 0.088
18. C -0.106
19. O 0.060
20. C -0.413
21. O 0.094
22. C 0.106
23. C -0.153
24. O 0.093
25. H 0.084
26. H 0.192
27. H 0.130
28. H 0.156
29. O 0.087
30. C -0.360
31. C 0.122
32. C -0.148
33. O 0.024
34. C -0.346
35. O 0.057
36. C 0.125
37. C -0.161
38. O 0.098
39. H 0.071
40. H 0.177
41. H 0.166
42. H 0.102
43. O 0.041
44. C -0.348
45. C 0.104
46. C -0.178
47. O 0.025
48. C -0.318
49. O 0.057
50. C 0.120
51. C -0.201
52. O 0.070
53. H 0.132
54. H 0.090
55. H 0.168
56. H 0.101
57. O 0.120
58. C -0.344
59. C 0.094
60. C -0.132
61. O 0.030
62. C -0.406
63. O 0.090
64. C 0.139
65. C -0.051
66. O 0.139
67. H 0.041
68. H 0.189
69. H 0.084
70. H -0.066
71. O 0.116
72. C -0.389
73. C 0.110
74. C -0.140
75. O 0.088
76. C -0.333
77. O 0.093
78. C 0.132
79. C -0.124
80. O 0.093
81. H 0.092
82. H 0.099
83. H 0.097
84. H 0.048
85. C -0.013
86. C -0.374
87. C -0.003
88. O -0.001
89. H 0.073
90. H 0.038
91. H 0.153
92. H 0.015
93. H 0.135
94. H 0.117
95. C 0.024
96. C -0.269
97. C -0.015
98. O 0.005
99. H 0.032

---

Record 2
ORCA calculation (ωB97M-V with the def2-TZVPD basis set) on a molecular structure, C19H43MoOP3S2 at a distorted geometry.

The geometry in ORCA input format:
```
! RIJCOSX wB97M-V def2-TZVPD def2/J DEFGRID3
* xyz 4 3
Mo 0.190 1.177 -0.171
P -2.084 0.310 -0.583
P 1.161 -0.947 -0.320
P 0.847 2.087 -2.174
H 1.705 4.327 1.227
C 1.101 4.687 0.376
C -0.246 4.730 0.386
H -0.783 4.602 1.329
C -3.082 -0.367 0.804
C -2.244 -1.000 -1.876
C -3.130 1.701 -1.161
C 2.808 -1.011 0.456
C 0.254 -2.338 0.490
C 1.457 -1.652 -1.980
C 0.535 3.844 -2.519
C -0.101 1.413 -3.605
C 2.624 1.948 -2.630
H 1.705 5.285 -0.325
H -0.852 5.166 -0.414
H -3.112 0.370 1.619
H -2.644 -1.295 1.197
H -4.118 -0.580 0.497
H -1.739 -1.919 -1.560
H -1.800 -0.668 -2.820
H -3.298 -1.245 -2.067
H -3.018 2.524 -0.452
H -4.188 1.417 -1.184
H -2.825 2.026 -2.158
H 3.212 -2.033 0.426
H 2.736 -0.674 1.498
H 3.487 -0.336 -0.081
H 0.543 -3.291 0.017
H -0.834 -2.204 0.404
H 0.504 -2.365 1.561
H 1.827 -2.678 -1.876
H 2.197 -1.072 -2.537
H 0.545 -1.686 -2.583
H 1.078 4.195 -3.403
H 0.855 4.400 -1.644
H -0.535 4.010 -2.655
H 0.345 1.807 -4.525
H -1.136 1.765 -3.541
H -0.106 0.319 -3.652
H 2.793 2.496 -3.565
H 2.943 0.905 -2.753
H 3.224 2.409 -1.838
C 0.085 2.617 2.772
C 0.989 2.101 1.738
C 2.404 2.030 2.096
C 2.880 2.782 3.165
C 1.975 3.395 4.056
C 0.605 3.197 3.930
S -1.656 2.546 2.737
H -1.868 3.105 3.959
H 0.874 2.618 0.641
H 3.096 1.527 1.405
H 3.962 2.955 3.288
H 2.335 4.020 4.868
H -0.023 3.501 4.767
C 1.044 -0.671 4.411
S -0.544 -0.874 3.625
C -0.954 -2.587 4.057
O -1.496 -0.041 4.421
H 1.367 -1.660 4.773
H 0.935 0.045 5.240
H 1.774 -0.255 3.700
H -1.426 -2.539 5.041
H -1.660 -2.983 3.312
H -0.048 -3.195 4.096
*
```

Calculated values
Kohn-Sham gap (spin up / spin down) (eV): 3.67 / 3.95
Strongest force on any atom (eV/A): 4.8
Energy relative to the best compared isomer or geometry (same formula, charge and spin) (kcal per mole): 62.96
Calculated total energy (Eh): -2711.83585

Löwdin atomic charges, in units of e:
1. Mo 0.898
2. P 0.753
3. P 0.725
4. P 0.721
5. H 0.070
6. C -0.042
7. C -0.022
8. H 0.037
9. C -0.208
10. C -0.198
11. C -0.204
12. C -0.206
13. C -0.206
14. C -0.201
15. C -0.209
16. C -0.193
17. C -0.182
18. H 0.110
19. H 0.093
20. H 0.020
21. H 0.041
22. H 0.099
23. H 0.046
24. H 0.035
25. H 0.097
26. H 0.046
27. H 0.092
28. H 0.045
29. H 0.100
30. H 0.033
31. H 0.064
32. H 0.094
33. H 0.015
34. H 0.028
35. H 0.091
36. H 0.048
37. H 0.046
38. H 0.101
39. H -0.024
40. H 0.075
41. H 0.098
42. H 0.047
43. H 0.033
44. H 0.090
45. H 0.044
46. H 0.065
47. C -0.572
48. C -0.300
49. C -0.077
50. C 0.009
51. C 0.058
52. C -0.067
53. S 1.004
54. H -0.001
55. H 0.019
56. H 0.109
57. H 0.158
58. H 0.156
59. H 0.138
60. C -0.216
61. S 0.772
62. C -0.191
63. O -0.518
64. H 0.077
65. H 0.086
66. H 0.026
67. H 0.091
68. H 0.066
69. H 0.070

---

Record 3
ORCA calculation (ωB97M-V with the def2-TZVPD basis set) on 2 unconnected molecules or ions with the total composition C4H13N2OP at a distorted geometry.

The geometry in ORCA input format:
```
! RIJCOSX wB97M-V def2-TZVPD def2/J DEFGRID3
* xyz 0 1
C 1.056 -1.506 -0.368
C 1.242 -0.027 -0.242
C 2.759 0.322 -0.560
C 0.980 0.464 1.193
O 0.447 0.639 -1.186
H 1.976 -2.078 -0.339
H 0.507 -1.894 0.482
H 0.685 -1.806 -1.415
H 3.083 -0.352 -1.325
H 3.352 0.267 0.427
H 2.868 1.358 -0.916
H 1.254 1.503 1.063
H -0.032 0.388 1.512
H 1.667 -0.015 1.935
H 0.088 1.455 -0.665
H -5.943 -0.337 -0.295
N -5.172 0.109 0.240
P -3.887 -0.397 -0.466
N -2.648 0.494 0.159
H -2.570 1.079 1.036
H -1.712 0.333 -0.271
*
```

Calculated values
Kohn-Sham gap (eV): 10.00
Strongest force on any atom (eV/A): 3.7
SMILES string: CC(C)(C)O.[H]/N=P/N
Energy relative to the best compared isomer or geometry (same formula, charge and spin) (kcal per mole): 34.95
Calculated total energy (Eh): -686.28141

Löwdin atomic charges, in units of e:
1. C -0.049
2. C -0.706
3. C -0.032
4. C -0.046
5. O -0.064
6. H 0.070
7. H 0.076
8. H 0.122
9. H 0.061
10. H 0.105
11. H 0.079
12. H 0.081
13. H 0.053
14. H 0.108
15. H 0.136
16. H -0.065
17. N -0.362
18. P 0.638
19. N -0.270
20. H 0.076
21. H -0.012

---

Record 4
ORCA calculation (ωB97M-V with the def2-TZVPD basis set) on a molecular structure, C31H33IIrN8O5PS2.

The geometry in ORCA input format:
```
! RIJCOSX wB97M-V def2-TZVPD def2/J DEFGRID3
* xyz 1 6
Ir -0.607 0.307 0.139
O 3.052 -1.187 1.337
C 2.016 -1.029 0.723
N 0.833 -0.603 1.275
C 0.906 -0.337 2.693
C -0.427 0.130 3.197
C -0.621 0.542 4.511
C -1.877 0.963 4.899
C -2.913 0.956 3.971
C -2.638 0.548 2.686
N -1.421 0.139 2.311
C 1.897 -1.339 -0.741
C 2.830 -2.115 -1.400
C 2.591 -2.434 -2.728
C 1.445 -1.957 -3.343
C 0.576 -1.163 -2.612
N 0.801 -0.869 -1.336
H 1.678 0.408 2.912
H 1.202 -1.248 3.228
H 0.209 0.534 5.203
H -2.049 1.299 5.911
H -3.908 1.281 4.235
H -3.396 0.554 1.915
H 3.706 -2.454 -0.866
H 3.292 -3.046 -3.278
H 1.229 -2.175 -4.379
H -0.311 -0.733 -3.058
N -3.816 -2.638 -1.140
C -2.778 -2.436 -0.329
N -2.266 -1.246 -0.579
C -3.056 -0.760 -1.574
N -4.011 -1.578 -1.948
C -2.813 0.567 -2.151
C -3.746 1.226 -2.937
N -3.507 2.434 -3.430
C -2.332 2.976 -3.137
C -1.389 2.335 -2.344
N -1.633 1.124 -1.853
H -4.418 -3.443 -1.206
H -2.429 -3.148 0.399
H -4.697 0.763 -3.163
H -2.121 3.960 -3.536
H -0.429 2.778 -2.113
I -0.997 8.174 4.433
C -0.869 6.426 3.319
C 0.315 5.699 3.318
C 0.399 4.536 2.572
C -0.697 4.096 1.842
C -1.880 4.830 1.850
C -1.968 6.001 2.582
C -0.628 2.827 1.078
O -1.694 2.308 0.620
O 0.469 2.236 0.911
H 1.163 6.042 3.893
H 1.317 3.964 2.549
H -2.727 4.472 1.282
H -2.882 6.576 2.585
C 5.150 5.573 -3.988
C 3.719 5.276 -3.599
C 3.377 5.679 -2.180
O 3.424 3.860 -3.862
P 3.623 2.638 -2.900
S 3.286 0.954 -3.853
S 2.278 2.333 -1.494
O 5.081 2.880 -2.345
C 5.671 2.174 -1.204
C 6.339 0.904 -1.681
C 6.630 3.153 -0.567
H 5.323 6.648 -3.935
H 5.346 5.244 -5.006
H 5.847 5.076 -3.317
H 3.041 5.776 -4.293
H 4.021 5.177 -1.457
H 2.340 5.454 -1.938
H 3.533 6.752 -2.077
H 4.851 1.941 -0.517
H 7.150 1.136 -2.372
H 5.629 0.247 -2.180
H 6.754 0.374 -0.824
H 7.414 3.431 -1.271
H 7.098 2.696 0.304
H 6.113 4.056 -0.244
*
```

Calculated values
Kohn-Sham gap (spin up / spin down) (eV): 7.44 / 6.34
Strongest force on any atom (eV/A): 0.4
Energy relative to the best compared isomer or geometry (same formula, charge and spin) (kcal per mole): 0.00
Calculated total energy (Eh): -3554.95903

Löwdin atomic charges, in units of e:
1. Ir 1.553
2. O 0.103
3. C -0.465
4. N -0.121
5. C -0.153
6. C -0.254
7. C 0.002
8. C -0.032
9. C -0.037
10. C -0.121
11. N -0.003
12. C -0.210
13. C 0.021
14. C -0.046
15. C -0.066
16. C -0.136
17. N -0.001
18. H 0.143
19. H 0.145
20. H 0.126
21. H 0.118
22. H 0.113
23. H 0.114
24. H 0.130
25. H 0.121
26. H 0.116
27. H 0.104
28. N 0.051
29. C -0.109
30. N 0.038
31. C -0.318
32. N 0.152
33. C -0.199
34. C -0.045
35. N 0.115
36. C -0.075
37. C -0.085
38. N 0.013
39. H 0.170
40. H 0.143
41. H 0.125
42. H 0.120
43. H 0.069
44. I 0.905
45. C -0.740
46. C -0.139
47. C -0.009
48. C -0.139
49. C -0.010
50. C -0.139
51. C -0.611
52. O -0.113
53. O -0.141
54. H 0.096
55. H 0.122
56. H 0.119
57. H 0.096
58. C -0.038
59. C -0.410
60. C -0.060
61. O -0.282
62. P -0.201
63. S 0.426
64. S 0.444
65. O -0.295
66. C -0.452
67. C -0.045
68. C -0.037
69. H 0.091
70. H 0.090
71. H 0.073
72. H 0.144
73. H 0.069
74. H 0.072
75. H 0.093
76. H 0.103
77. H 0.093
78. H 0.045
79. H 0.091
80. H 0.091
81. H 0.090
82. H 0.079